(1)
9
Properties=species:S:1:pos:R:3 method="wB97M-V/def2-TZVPD" e_homo_ev=-9.729 total_energy_ha=-300.33815 max_force_ev_per_a=3.73 spin_multiplicity=1 relative_energy_kcal_mol=93.8 total_charge=0 homo_lumo_gap_ev=10.25
C -0.0234 1.0086 -0.0459
H -1.6456 -1.2850 -0.7377
H -1.9223 0.7375 0.7722
H -0.0676 2.0437 0.1657
H 0.8506 -1.2151 0.0956
N -1.3265 0.4360 -0.1132
N 1.1811 0.6574 -0.0347
O -1.1524 -0.9937 0.1001
O 1.6453 -0.7546 0.0268

(2)
8
Properties=species:S:1:pos:R:3 method="wB97M-V/def2-TZVPD" e_homo_ev="-7.441 / -11.200" total_energy_ha=-593.38232 max_force_ev_per_a=1.92 spin_multiplicity=3 relative_energy_kcal_mol=5.9 total_charge=0 homo_lumo_gap_ev="8.43 / 10.13"
C 0.4407 -0.0054 -1.2997
C -0.4063 0.1218 1.6438
N 0.6299 -0.8734 -0.4670
Cl -0.9614 1.5180 0.9424
H 0.7678 -0.1002 -2.3326
H -0.0830 0.9543 -1.0947
H 0.5215 0.1613 2.1736
H -1.0892 -0.7022 1.7256

(3)
70
Properties=species:S:1:pos:R:3 method="wB97M-V/def2-TZVPD" e_homo_ev=-11.490 total_energy_ha=-2331.15404 max_force_ev_per_a=8.71 spin_multiplicity=1 relative_energy_kcal_mol=0.0 total_charge=+1 homo_lumo_gap_ev=7.10
C -0.5550 -4.7199 1.4790
C -0.0764 -4.5533 0.0021
C 1.3600 -3.9519 -0.0394
C -1.0780 -3.8199 -0.9360
N -1.9072 -2.7991 -0.2715
C -1.3006 -1.7265 0.3341
C -2.3011 -0.9595 0.8840
C -2.0413 0.3351 1.6486
C -0.5382 0.4340 2.1059
C 0.3742 1.2134 1.1439
N 1.5362 0.6996 0.5467
O 0.1030 2.3754 0.9123
N -3.4875 -1.6278 0.5957
B -4.9104 -1.2440 1.0119
O -5.6575 -0.3153 0.3714
O -5.3905 -1.8852 2.1224
C -3.2128 -2.7377 -0.1052
H -1.0100 -5.7153 1.5785
H 0.2977 -4.6269 2.1639
H -1.2968 -3.9787 1.8107
H 0.0312 -5.5722 -0.4011
H 1.9478 -4.2855 0.8260
H 1.8814 -4.2694 -0.9544
H 1.3769 -2.8506 -0.0191
H -1.7363 -4.5448 -1.4282
H -0.4792 -3.2846 -1.6890
H -0.2484 -1.5033 0.4008
H -2.2092 1.1769 0.9547
H -2.7264 0.4344 2.5011
H -0.1624 -0.5701 2.3600
H -0.5296 0.9939 3.0526
H 1.4073 -0.2268 0.1458
H 1.7248 1.3020 -0.2534
H -5.1127 -0.0529 -0.3946
H -6.2318 -2.3266 1.9472
H -3.9078 -3.4784 -0.4861
C -4.7348 2.7215 -6.1870
O -5.3211 2.4816 -4.8820
P -4.3465 1.8813 -3.6382
O -5.3974 0.9794 -3.0777
O -4.3857 3.3386 -2.8871
C -3.8275 4.4845 -3.5439
O -3.1836 1.3271 -2.5592
C -1.9132 1.9509 -2.4026
H -5.3416 2.2192 -6.9385
H -4.7370 3.7927 -6.3911
H -3.7126 2.3487 -6.2539
H -4.6292 5.0670 -3.9987
H -3.1014 4.2042 -4.3107
H -3.3243 5.0992 -2.7997
H -2.0017 2.8024 -1.7252
H -1.4902 2.2672 -3.3557
H -1.2460 1.2164 -1.9493
C 8.0772 1.2527 4.1998
O 7.8441 0.2044 3.2279
P 6.2734 -0.0715 2.6892
O 6.3052 -1.5519 2.6526
O 6.6047 0.5692 1.2139
C 7.0860 1.9135 1.1277
O 4.6238 0.1202 2.4775
C 4.0816 1.4275 2.2385
H 8.6411 0.8362 5.0329
H 8.6654 2.0474 3.7389
H 7.1465 1.6746 4.5813
H 8.1694 1.9032 1.0013
H 6.8295 2.4989 2.0136
H 6.6349 2.3885 0.2575
H 4.1679 1.6747 1.1797
H 4.5805 2.1858 2.8426
H 3.0294 1.4064 2.5044

(4)
13
Properties=species:S:1:pos:R:3 method="wB97M-V/def2-TZVPD" e_homo_ev=-9.641 smiles="CC1=NCCO1" total_energy_ha=-286.57382 max_force_ev_per_a=2.36 spin_multiplicity=1 relative_energy_kcal_mol=36.3 total_charge=0 homo_lumo_gap_ev=10.69
C -1.2628 1.5190 -0.7638
C -0.5001 0.3797 -0.1753
N -0.6701 -0.8590 -0.4081
C 0.2875 -1.5549 0.4771
C 1.3219 -0.4495 0.6606
O 0.5109 0.7290 0.6930
H -1.7687 2.0795 0.0281
H -2.0023 1.1422 -1.4725
H -0.5811 2.2085 -1.2741
H -0.2895 -1.9308 1.3371
H 0.7655 -2.3994 -0.0125
H 1.9303 -0.4533 -0.2779
H 2.2586 -0.4110 1.1882

(5)
12
Properties=species:S:1:pos:R:3 method="wB97M-V/def2-TZVPD" e_homo_ev=-7.747 smiles="N/N=c1/nncco1" total_energy_ha=-410.79894 max_force_ev_per_a=4.86 spin_multiplicity=1 relative_energy_kcal_mol=128.2 total_charge=0 homo_lumo_gap_ev=7.67
C -0.4374 -0.0014 0.3064
C 1.6275 0.7679 -1.2671
C 1.5761 -0.3725 -0.6240
H -2.8657 -1.9182 1.3273
H -0.9420 -2.0642 1.3803
H 2.3834 1.2741 -1.8346
H 2.5178 -0.8954 -0.4816
N -1.8151 -1.6066 1.0503
N -1.6958 -0.3707 0.6651
N -0.3807 1.2279 -0.1535
N 0.5409 1.8234 -0.7369
O 0.7205 -0.7848 0.4177

(6)
20
Properties=species:S:1:pos:R:3 method="wB97M-V/def2-TZVPD" e_homo_ev=-8.865 total_energy_ha=-349.05016 max_force_ev_per_a=4.53 spin_multiplicity=1 relative_energy_kcal_mol=61.8 total_charge=0 homo_lumo_gap_ev=9.85
O 1.7785 -1.0036 -1.3749
C 1.5902 0.1845 -1.4530
C 1.7048 1.0862 0.3038
C 0.5447 1.0045 -0.8204
C -0.7737 0.3659 -0.4145
C -1.0539 -1.0412 -0.8853
C -0.6727 -0.8519 0.5306
C -1.7143 -0.8662 1.6426
H 2.0349 0.7790 -2.2817
H 2.2183 0.2971 0.8255
H 2.4371 1.8656 0.0895
H -1.5998 1.0344 -0.2352
H 0.4682 2.0267 -1.1699
H -2.1117 -1.1434 -1.1116
H -0.3819 -1.6887 -1.4232
H 0.3019 -1.2233 0.8110
H 1.1313 1.5490 1.1269
H -1.5096 -1.5600 2.4553
H -1.6745 0.1143 2.1281
H -2.7178 -0.9290 1.2564

(7)
58
Properties=species:S:1:pos:R:3 method="wB97M-V/def2-TZVPD" e_homo_ev=-15.370 total_energy_ha=-3131.58293 max_force_ev_per_a=1.83 spin_multiplicity=1 relative_energy_kcal_mol=0.0 total_charge=+2 homo_lumo_gap_ev=10.93
Zn 0.1914 0.3882 0.1655
O 0.7765 0.7348 -1.7500
C 1.2846 0.7545 -2.8660
N 2.5413 0.3703 -3.1030
C 0.4428 1.1824 -4.0412
H 2.8990 0.2089 -4.0288
H 3.0730 -0.0306 -2.3446
H -0.2243 1.9738 -3.7047
H -0.1856 0.3733 -4.4177
H 0.9860 1.5484 -4.9130
O -1.0104 2.0504 -0.0288
C -1.8673 2.9322 0.0709
N -2.6797 2.9695 1.1262
C -2.1093 3.8959 -1.0435
H -2.6162 2.2053 1.7791
H -3.4692 3.5858 1.2024
H -1.2334 4.4944 -1.2909
H -2.8609 4.6271 -0.7323
H -2.4727 3.4149 -1.9477
O 1.8719 1.4990 0.8442
C 2.9579 1.8389 1.3287
N 3.8806 2.4795 0.6161
C 3.3034 1.3533 2.7187
H 3.7920 2.7429 -0.3497
H 4.7051 2.8152 1.0886
H 2.8727 1.9681 3.5032
H 4.3828 1.3415 2.9019
H 3.0255 0.3023 2.7226
O 1.4024 -1.2810 0.4259
C 1.7121 -2.4780 0.5793
N 1.5395 -3.3306 -0.4478
C 2.3779 -2.9584 1.8458
H 1.3457 -2.9153 -1.3424
H 1.8845 -4.2764 -0.4105
H 1.6556 -3.1928 2.6263
H 2.9878 -2.1365 2.2074
H 2.9704 -3.8437 1.6271
O -0.3900 0.1918 2.1061
C -0.5198 -0.0268 3.3140
N -0.6878 -1.2918 3.7569
C -0.4464 1.0547 4.3739
H -0.8209 -2.0430 3.1059
H -0.7242 -1.4729 4.7457
H -0.8122 0.6737 5.3211
H -1.0348 1.8955 4.0106
H 0.5802 1.4081 4.4409
O -1.3086 -0.7519 -0.8219
C -2.0903 -1.4063 -1.4613
O -3.1551 -0.8507 -2.0418
C -4.0183 -1.8599 -2.6148
C -3.0908 -3.0579 -2.7854
C -2.2089 -2.9334 -1.5547
H -4.3821 -1.5167 -3.5810
H -4.8725 -2.0000 -1.9535
H -2.5650 -2.9467 -3.7327
H -3.6464 -3.9946 -2.8387
H -1.2337 -3.3747 -1.7450
H -2.7062 -3.3036 -0.6617

(8)
105
Properties=species:S:1:pos:R:3 method="wB97M-V/def2-TZVPD" e_homo_ev="-15.155 / -15.221" total_energy_ha=-7432.40138 max_force_ev_per_a=0.92 spin_multiplicity=2 relative_energy_kcal_mol=0.0 total_charge=+3 homo_lumo_gap_ev="5.75 / 5.82"
Sn 0.9892 0.4372 0.1361
C -3.6718 0.6994 -0.9392
C -3.3009 0.3182 0.4646
N -4.2890 -0.1063 1.2305
C -4.0609 -0.4264 2.5043
C -2.8193 -0.3338 3.0939
C -2.6588 -0.6645 4.5606
O -2.1875 0.4494 5.3094
C -1.7395 0.0827 2.2854
C -0.4511 0.2247 2.9210
N 0.6651 0.4389 2.3240
C 1.8471 0.6147 3.1160
C 2.3272 -0.4285 3.8949
C 3.4981 -0.2636 4.6195
C 4.1798 0.9437 4.5739
C 3.6995 1.9923 3.7986
C 2.5384 1.8183 3.0618
I 1.8309 3.3897 1.8786
C -1.9721 0.4114 0.9437
O -0.9949 0.7919 0.0914
H -4.6327 0.2476 -1.1744
H -2.9301 0.3739 -1.6688
H -3.7936 1.7812 -1.0265
H -4.9176 -0.7695 3.0731
H -1.9223 -1.4595 4.6897
H -3.6096 -1.0349 4.9465
H -2.9270 1.0162 5.5526
H -0.4396 0.1938 4.0079
H 1.7874 -1.3659 3.9205
H 3.8717 -1.0798 5.2235
H 5.0857 1.0802 5.1500
H 4.2183 2.9420 3.7844
I -1.1117 3.2480 -1.5193
C -1.2601 5.0041 -2.6744
C -1.6628 6.1773 -2.1147
C -1.7736 7.3150 -2.9464
C -1.4848 7.2286 -4.2774
C -1.0666 6.0043 -4.8578
C -0.7619 5.8918 -6.2356
C -0.3540 4.7055 -6.7855
C -0.2279 3.5646 -5.9781
C -0.5299 3.6376 -4.6336
P -0.2818 2.1784 -3.6551
C -1.3340 0.8327 -4.0459
C -2.4276 1.0579 -4.8942
C -3.2940 0.0161 -5.1710
C -3.0865 -1.2315 -4.5941
C -2.0162 -1.4508 -3.7294
C -1.1407 -0.4234 -3.4443
C 1.4188 1.7807 -3.4097
C 2.2536 2.7732 -2.8751
C 3.6051 2.5310 -2.7518
C 4.1307 1.3095 -3.1675
C 3.3109 0.3356 -3.7197
C 1.9492 0.5614 -3.8460
C -0.9495 4.8543 -4.0413
H -1.9018 6.2608 -1.0621
H -2.0936 8.2518 -2.5114
H -1.5733 8.1009 -4.9127
H -0.8557 6.7732 -6.8585
H -0.1236 4.6392 -7.8395
H 0.1073 2.6345 -6.4241
H -2.5912 2.0311 -5.3392
H -4.1312 0.1756 -5.8368
H -3.7697 -2.0420 -4.8132
H -1.8800 -2.4230 -3.2748
H -0.3232 -0.5837 -2.7519
H 1.8497 3.7307 -2.5638
H 4.2568 3.2896 -2.3390
H 5.1926 1.1255 -3.0682
H 3.7327 -0.5965 -4.0705
H 1.3239 -0.1846 -4.3152
Cl 7.1295 -0.3593 2.2995
Ge 6.1501 1.2255 1.2764
Cl 7.2420 1.8260 -0.4600
Cl 4.2481 0.4076 0.4804
C 0.0232 -5.9150 6.0667
C -0.6290 -4.6757 5.4698
S 0.1082 -4.1398 3.9515
O -0.6251 -2.9898 3.4489
O 1.5360 -3.9824 4.1248
C -0.1421 -5.4806 2.8027
C 0.6301 -5.2438 1.5129
N 0.2875 -3.9663 0.8682
C 1.0811 -2.8776 0.8467
N 0.4298 -1.8418 0.3100
C -0.8260 -2.2798 -0.0204
C -0.9201 -3.5801 0.3239
N -2.0515 -4.4353 0.0870
O -3.0179 -3.9030 -0.4082
O -1.9488 -5.6095 0.3839
C 2.4905 -2.8581 1.3136
H -0.2934 -6.0183 7.1026
H 1.1091 -5.8326 6.0544
H -0.2755 -6.8223 5.5433
H -0.5110 -3.7969 6.1100
H -1.6942 -4.7974 5.2660
H -1.2125 -5.5814 2.6308
H 0.2298 -6.3925 3.2714
H 0.4274 -6.0528 0.8180
H 1.6973 -5.2167 1.7171
H -1.5785 -1.6692 -0.4828
H 2.5688 -3.2167 2.3408
H 2.8770 -1.8424 1.2797
H 3.1157 -3.4815 0.6714

(9)
16
Properties=species:S:1:pos:R:3 method="wB97M-V/def2-TZVPD" e_homo_ev=-1.899 smiles=Cc1cc(C)c([S-])[nH]1 total_energy_ha=-686.38534 max_force_ev_per_a=3.21 spin_multiplicity=1 relative_energy_kcal_mol=4.9 total_charge=-1 homo_lumo_gap_ev=5.71
C -0.5863 -0.5601 0.1521
C 0.7679 -0.8121 0.0951
C -0.7399 0.7867 0.0312
C 1.5111 0.3230 -0.0409
C 1.2885 -2.2402 0.1667
C -2.0692 1.5561 -0.1197
N 0.4646 1.4100 -0.0604
S 3.1676 0.6939 -0.1061
H -1.4483 -1.2795 -0.0826
H 1.4311 -2.4539 1.1841
H 0.4648 -2.8119 -0.2796
H 2.2027 -2.2416 -0.4237
H -2.9519 0.9377 0.2546
H -2.0418 2.4811 0.4921
H -2.2623 1.7708 -1.1171
H 0.8015 2.4400 -0.1457

(10)
47
Properties=species:S:1:pos:R:3 method="wB97M-V/def2-TZVPD" e_homo_ev="-9.468 / -9.452" total_energy_ha=-10150.12818 max_force_ev_per_a=2.53 spin_multiplicity=6 relative_energy_kcal_mol=0.0 total_charge=0 homo_lumo_gap_ev="8.39 / 7.32"
Fe -0.2606 0.9150 0.1024
Cl -1.7401 3.3212 1.0592
C -1.2342 2.3610 2.4529
C -0.6465 1.1825 2.1035
C -0.1925 0.3858 3.1662
Cl 0.7226 -1.0013 2.8210
C -0.4670 0.7037 4.5031
Cl 0.0029 -0.5017 5.6035
C -1.0758 1.8944 4.8052
Cl -1.2402 2.3049 6.5162
C -1.5410 2.7522 3.7636
Cl -2.3690 4.2459 4.0577
O 6.1277 1.1841 0.1717
C 4.7575 1.0433 0.2246
C 4.0908 -0.1797 0.0969
C 2.7104 -0.1635 0.0629
N 1.9568 0.9486 0.2144
C 2.6529 2.0751 0.4485
Br 1.6631 3.5918 0.9348
C 4.0433 2.1871 0.4563
H 6.4821 0.3227 -0.1335
H 4.7026 -1.1272 0.0707
H 2.2276 -1.1045 0.0577
H 4.5829 3.1003 0.5716
O -2.4616 0.6951 -0.3199
C -2.9521 -0.4308 -0.5810
C -2.3060 -1.6620 -0.8692
C -3.0191 -2.6793 -1.4926
C -2.4252 -3.8337 -1.9119
C -1.0539 -4.1036 -1.5249
C -0.3797 -3.1204 -0.8833
C -0.9198 -1.8232 -0.6811
O -0.1053 -0.8419 -0.3423
N -3.1753 -4.8020 -2.6824
O -4.1868 -4.4369 -3.1903
O -2.7213 -5.9586 -2.7222
H -4.0587 -0.4799 -0.7227
H -4.0921 -2.4078 -1.7020
H -0.5144 -4.9600 -1.8488
H 0.7028 -3.2401 -0.7175
F -0.5060 2.1993 -1.3591
As -0.3358 1.9794 -3.2155
F 1.1701 1.1707 -2.9193
F 0.4259 3.4983 -3.2211
F -0.1460 1.8014 -4.8503
F -1.9144 2.6185 -3.4272
F -0.9818 0.3759 -2.9465

(11)
50
Properties=species:S:1:pos:R:3 method="wB97M-V/def2-TZVPD" e_homo_ev=-7.961 smiles="Cc1ccc(C(=O)Nc2nc3ccccc3n2CCN2CCCC2)cc1" total_energy_ha=-1108.93313 max_force_ev_per_a=0.80 spin_multiplicity=1 relative_energy_kcal_mol=21.2 total_charge=0 homo_lumo_gap_ev=8.52
C -4.2450 -2.7305 5.4100
C -3.6419 -2.2097 4.1432
C -3.2301 -3.0819 3.1414
C -2.6591 -2.6026 1.9801
C -2.4649 -1.2354 1.7968
C -2.8882 -0.3571 2.7905
C -3.4708 -0.8442 3.9452
H -3.8039 -0.1517 4.7049
H -2.8048 0.7129 2.6586
C -1.8564 -0.7922 0.5128
O -2.0104 -1.4105 -0.5219
N -1.0826 0.3310 0.6258
C -0.4772 1.1033 -0.3555
N -0.4375 2.4008 -0.2062
C 0.2588 2.8661 -1.2907
C 0.5948 4.1649 -1.6528
C 1.3159 4.3379 -2.8152
C 1.6958 3.2534 -3.6070
C 1.3669 1.9566 -3.2656
C 0.6466 1.7715 -2.0976
N 0.1502 0.6458 -1.4773
C 0.4960 -0.7076 -1.8224
H -0.3857 -1.3464 -1.7324
C 1.6094 -1.2256 -0.9003
N 2.7570 -0.3398 -0.9697
C 3.6733 -0.6496 -2.0547
C 4.7064 -1.6609 -1.5020
H 5.7078 -1.4233 -1.8557
C 4.5881 -1.5249 0.0234
H 4.1697 -2.4306 0.4636
H 5.5459 -1.3266 0.5000
C 3.6097 -0.3480 0.2038
H 3.0232 -0.4131 1.1198
H 4.1609 0.5972 0.2122
H 4.4678 -2.6737 -1.8258
H 3.1386 -1.0344 -2.9219
H 4.1720 0.2805 -2.3412
H 1.2332 -1.2270 0.1260
H 1.8427 -2.2651 -1.1776
H 0.8319 -0.7045 -2.8602
H 1.6662 1.1283 -3.8896
H 2.2599 3.4348 -4.5102
H 1.5948 5.3343 -3.1257
H 0.2950 4.9990 -1.0390
H -1.1639 0.8557 1.4868
H -2.3520 -3.2774 1.1953
H -3.3661 -4.1456 3.2725
H -4.7995 -3.6479 5.2270
H -3.4568 -2.9527 6.1304
H -4.9109 -1.9956 5.8558

(12)
23
Properties=species:S:1:pos:R:3 method="wB97M-V/def2-TZVPD" e_homo_ev=-8.973 total_energy_ha=-682.96706 max_force_ev_per_a=5.60 spin_multiplicity=1 relative_energy_kcal_mol=154.6 total_charge=0 homo_lumo_gap_ev=9.76
C -2.3020 0.2120 -0.9179
C -3.7445 0.4896 -0.5941
C 1.3731 -0.6466 1.3592
C 2.0137 -1.6838 -0.5463
C 2.1293 0.4897 0.6804
C 2.4452 -0.1752 -0.6279
C 1.0075 1.5826 -1.0137
N -1.5232 0.2398 0.0946
N -2.1804 0.5076 1.2608
O -3.6307 0.5894 0.8210
O 1.8874 -1.8284 0.8864
O 1.2436 1.6362 0.2444
O 1.7635 0.6540 -1.6161
H -2.0608 0.0312 -1.8661
H -4.1067 1.3926 -1.0991
H -4.3924 -0.3463 -0.6739
H 1.5021 -0.7450 2.3639
H 0.2378 -0.6388 1.2127
H 1.0786 -1.8247 -1.0951
H 2.9665 -2.3153 -0.9315
H 2.8213 1.0755 1.3210
H 3.5130 -0.0495 -0.9520
H -2.0421 1.3532 1.6893